Computed, not measured: a 2-piece molecular cluster, C10H16 overall, with the ωB97M-V functional and the def2-TZVPD basis.

```
26
C10H16, DFT the ωB97M-V functional and the def2-TZVPD basis
C 0.326 0.782 -1.683
C 1.215 2.015 -1.858
C -0.997 0.983 -2.417
H 0.890 -0.089 -2.015
H 0.095 0.643 -0.630
H 0.604 2.910 -1.996
H -1.473 1.897 -2.055
H 1.860 1.987 -2.740
H 1.842 2.211 -0.986
H -0.847 1.076 -3.493
H -1.712 0.169 -2.265
C -1.751 0.489 1.886
C 0.694 -0.124 1.677
C -0.687 -0.554 1.657
C 1.710 -1.037 1.464
C -0.962 -1.847 1.195
C 1.435 -2.384 1.219
C 0.069 -2.762 1.018
H 0.868 0.955 1.654
H 2.712 -0.662 1.375
H -2.773 0.181 1.683
H -1.470 1.398 1.325
H -1.999 -2.105 1.037
H 2.221 -3.112 1.093
H -0.193 -3.812 0.914
H -1.675 0.794 2.940
```

Properties
Total charge: -1
Multiplicity: 2
Relative energy (zero: lowest compared OMol25 entry of this formula, charge and spin), kJ/mol: 22.81
LUMO (alpha / beta), eV: 3.81 / 3.65
Strongest force on any atom, hartree/bohr: 0.027
Gap between HOMO and LUMO (alpha / beta), eV: 2.9 / 7.0
E, hartree: -390.57453



Computed, not measured: a 2-piece molecular cluster, C10H16 overall, with the ωB97M-V functional and the def2-TZVPD basis.

```
26
C10H16, DFT the ωB97M-V functional and the def2-TZVPD basis
C 2.293 1.200 -2.258
C 1.244 1.233 -1.196
C 0.709 -0.127 -0.995
C 0.937 -0.793 0.192
C 0.276 -2.004 0.559
C -0.389 -2.668 -0.467
C -0.749 -2.087 -1.614
C -0.262 -0.648 -1.817
H 3.085 0.364 -2.050
H 2.831 1.965 -2.789
H 1.736 0.686 -3.236
H 1.499 1.777 -0.244
H 0.363 2.039 -1.451
H 1.496 -0.297 0.978
H 0.491 -2.555 1.389
H -0.860 -3.667 -0.006
H -1.424 -2.601 -2.483
H -0.683 -0.110 -2.684
C -1.038 1.273 2.988
C -2.106 0.757 2.012
H -1.522 1.719 3.850
H -0.291 0.663 3.411
H -0.592 2.231 2.694
H -2.821 0.129 2.597
H -1.771 0.053 1.177
H -2.452 1.470 1.441
```

Properties
Relative energy (zero: lowest compared OMol25 entry of this formula, charge and spin), kJ/mol: 324.02
LUMO, eV: 0.88
Strongest force on any atom, hartree/bohr: 0.128
Gap between HOMO and LUMO, eV: 9.8
E, hartree: -390.51246
SMILES: CCc1ccccc1.CC



Computed, not measured: a 2-piece molecular cluster, C10H16 overall, with the ωB97M-V functional and the def2-TZVPD basis.

```
26
C10H16, DFT the ωB97M-V functional and the def2-TZVPD basis
C -0.008 -2.461 -0.975
C 0.602 -1.096 -0.988
C 0.023 -0.007 -1.634
C 0.723 1.177 -1.826
C 2.043 1.313 -1.430
C 2.566 0.309 -0.628
C 1.846 -0.865 -0.422
H 0.591 -3.164 -0.398
H 0.025 -2.879 -1.984
H -1.034 -2.477 -0.614
H -1.016 0.116 -1.909
H 0.189 2.010 -2.284
H 2.683 2.117 -1.765
H 3.576 0.347 -0.252
H 2.349 -1.612 0.176
C -1.315 -0.583 1.887
C -1.886 0.657 1.236
C -1.022 1.901 1.447
H -1.253 -0.509 2.974
H -0.349 -0.889 1.491
H -2.019 -1.412 1.731
H -1.878 0.517 0.155
H -2.956 0.809 1.420
H 0.030 1.720 1.230
H -1.434 2.728 0.876
H -1.076 2.233 2.487
```

Properties
Relative energy (zero: lowest compared OMol25 entry of this formula, charge and spin), kJ/mol: 45.40
LUMO, eV: 1.05
Strongest force on any atom, hartree/bohr: 0.026
Gap between HOMO and LUMO, eV: 10.1
E, hartree: -390.61858
SMILES: Cc1ccccc1.CCC



Computed, not measured: a 2-piece molecular cluster, C10H16 overall, with the ωB97M-V functional and the def2-TZVPD basis.

```
26
C10H16, DFT the ωB97M-V functional and the def2-TZVPD basis
C 0.169 -2.466 -1.709
C 0.568 -1.319 -0.771
C -0.605 -0.601 -0.147
C -1.412 -1.239 0.785
C -2.498 -0.600 1.374
C -2.796 0.710 1.027
C -1.998 1.354 0.084
C -0.915 0.706 -0.502
H -0.390 -3.219 -1.153
H 1.073 -2.915 -2.113
H -0.454 -2.096 -2.519
H 1.162 -1.724 0.053
H 1.165 -0.607 -1.337
H -1.205 -2.264 1.076
H -3.074 -1.151 2.107
H -3.630 1.228 1.482
H -2.287 2.370 -0.160
H -0.315 1.220 -1.241
C 2.917 1.508 -0.162
C 4.293 1.771 0.480
H 2.495 2.437 -0.545
H 3.057 0.822 -0.997
H 2.213 1.079 0.550
H 4.957 2.181 -0.280
H 4.690 0.824 0.842
H 4.225 2.484 1.298
```

Properties
Relative energy (zero: lowest compared OMol25 entry of this formula, charge and spin), kJ/mol: 14.52
LUMO, eV: 0.97
Strongest force on any atom, hartree/bohr: 0.015
Gap between HOMO and LUMO, eV: 10.0
E, hartree: -390.63035
SMILES: CCc1ccccc1.CC



Computed, not measured: a 2-piece molecular cluster, C10H16 overall, with the ωB97M-V functional and the def2-TZVPD basis.

```
26
C10H16, DFT the ωB97M-V functional and the def2-TZVPD basis
C 0.115 -1.818 1.444
C -0.693 -0.552 1.959
C -0.622 0.580 0.894
C -1.153 1.766 1.265
C -1.412 2.854 0.297
C -1.349 2.585 -1.025
C -0.722 1.348 -1.444
C -0.325 0.426 -0.472
H 0.069 -2.263 0.258
H -0.214 -2.706 1.907
H 1.088 -1.525 1.652
H -1.876 -0.841 1.987
H -0.684 -0.473 3.017
H -1.375 2.005 2.321
H -2.079 3.571 0.690
H -1.655 3.265 -1.757
H -0.727 1.120 -2.484
H 0.188 -0.507 -0.728
C 2.691 -1.753 -1.364
C 2.238 -3.239 -1.288
H 3.495 -1.269 -0.788
H 3.028 -1.490 -2.356
H 1.780 -1.194 -1.280
H 2.629 -3.730 -2.201
H 2.581 -3.901 -0.594
H 1.148 -3.242 -1.235
```

Properties
Relative energy (zero: lowest compared OMol25 entry of this formula, charge and spin), kJ/mol: 292.12
LUMO, eV: 1.01
Strongest force on any atom, hartree/bohr: 0.115
Gap between HOMO and LUMO, eV: 9.9
E, hartree: -390.52461
SMILES: CCc1ccccc1.CC



Computed, not measured: a 2-piece molecular cluster, C10H16 overall, with the ωB97M-V functional and the def2-TZVPD basis.

```
26
C10H16, DFT the ωB97M-V functional and the def2-TZVPD basis
C 0.128 -1.122 -2.505
C 0.775 -0.228 -1.491
C 0.670 1.143 -1.561
C 1.372 1.968 -0.668
C 2.226 1.429 0.262
C 2.340 0.040 0.350
C 1.657 -0.747 -0.548
H -0.947 -1.182 -2.315
H 0.497 -2.148 -2.523
H 0.261 -0.716 -3.501
H 0.039 1.700 -2.258
H 1.278 3.039 -0.784
H 2.770 2.082 0.932
H 2.937 -0.416 1.129
H 1.692 -1.835 -0.444
C -0.738 0.178 2.270
C -1.657 -0.872 1.664
C -2.447 -0.320 0.468
H -0.205 0.706 1.475
H 0.006 -0.278 2.917
H -1.220 0.937 2.889
H -1.038 -1.719 1.378
H -2.399 -1.225 2.372
H -1.959 -0.311 -0.503
H -3.389 -0.841 0.329
H -2.649 0.738 0.667
```

Properties
Relative energy (zero: lowest compared OMol25 entry of this formula, charge and spin), kJ/mol: 27.41
LUMO, eV: 1.05
Strongest force on any atom, hartree/bohr: 0.030
Gap between HOMO and LUMO, eV: 10.2
E, hartree: -390.62544
SMILES: Cc1ccccc1.CCC



Computed, not measured: a 2-piece molecular cluster, C10H16 overall, with the ωB97M-V functional and the def2-TZVPD basis.

```
26
C10H16, DFT the ωB97M-V functional and the def2-TZVPD basis
C -2.443 -1.500 0.722
C -1.219 -0.569 0.694
C -0.312 -0.760 -0.478
C 1.032 -1.127 -0.354
C 1.816 -1.177 -1.499
C 1.267 -1.143 -2.780
C -0.037 -0.687 -2.901
C -0.796 -0.480 -1.743
H -2.675 -1.868 1.726
H -2.206 -2.370 0.110
H -3.392 -1.041 0.450
H -1.586 0.448 0.584
H -0.665 -0.624 1.625
H 1.592 -1.104 0.566
H 2.884 -1.200 -1.395
H 1.853 -1.419 -3.642
H -0.510 -0.480 -3.852
H -1.809 -0.210 -1.910
C 0.743 1.727 2.371
C 1.095 2.537 1.122
H 1.293 2.075 3.246
H -0.277 1.981 2.662
H 0.904 0.662 2.272
H 0.516 3.462 1.064
H 2.121 2.901 1.087
H 0.811 1.967 0.256
```

Properties
Relative energy (zero: lowest compared OMol25 entry of this formula, charge and spin), kJ/mol: 74.06
LUMO, eV: 0.95
Strongest force on any atom, hartree/bohr: 0.030
Gap between HOMO and LUMO, eV: 9.9
E, hartree: -390.60767
SMILES: CCc1ccccc1.CC



Computed, not measured: a 2-piece molecular cluster, C10H16 overall, with the ωB97M-V functional and the def2-TZVPD basis.

```
26
C10H16, DFT the ωB97M-V functional and the def2-TZVPD basis
C -1.241 -2.179 0.713
C 0.235 -1.937 0.927
C 0.660 -1.413 2.094
C 2.062 -1.279 2.326
C 2.971 -1.460 1.312
C 2.491 -1.770 -0.053
C 1.167 -2.057 -0.153
H -1.350 -2.883 -0.127
H -1.722 -1.208 0.525
H -1.845 -2.590 1.461
H -0.047 -1.087 2.768
H 2.530 -0.745 3.209
H 4.061 -1.300 1.412
H 3.128 -1.443 -0.823
H 0.861 -2.361 -1.162
C -2.147 2.999 -0.564
C -1.022 2.030 -0.897
C -0.606 1.971 -2.413
H -1.656 3.884 -0.149
H -2.913 3.247 -1.352
H -2.725 2.611 0.342
H -1.396 1.056 -0.498
H -0.073 2.266 -0.331
H -0.292 0.937 -2.859
H 0.244 2.667 -2.573
H -1.373 2.046 -3.135
```

Properties
Relative energy (zero: lowest compared OMol25 entry of this formula, charge and spin), kJ/mol: 187.31
LUMO, eV: 0.89
Strongest force on any atom, hartree/bohr: 0.092
Gap between HOMO and LUMO, eV: 9.8
E, hartree: -390.56453
SMILES: Cc1ccccc1.CCC



Computed, not measured: a 2-piece molecular cluster, C10H16 overall, with the ωB97M-V functional and the def2-TZVPD basis.

```
26
C10H16, DFT the ωB97M-V functional and the def2-TZVPD basis
C 1.920 -1.863 -1.478
C 1.401 -0.963 -0.373
C 0.515 0.192 -0.828
C -0.423 0.033 -1.854
C -1.235 1.081 -2.226
C -1.134 2.317 -1.586
C -0.250 2.461 -0.538
C 0.532 1.383 -0.128
H 1.175 -2.226 -2.172
H 2.418 -2.743 -1.045
H 2.698 -1.433 -2.116
H 0.733 -1.580 0.225
H 2.211 -0.564 0.223
H -0.494 -0.928 -2.349
H -1.989 1.033 -2.995
H -1.772 3.118 -1.955
H -0.206 3.407 0.002
H 1.228 1.540 0.692
C -1.454 -0.059 2.260
C -0.400 -0.989 2.881
H -1.061 0.942 2.122
H -1.780 -0.473 1.312
H -2.332 -0.003 2.910
H -0.434 -1.968 2.407
H -0.460 -1.123 3.956
H 0.594 -0.596 2.653
```

Properties
Relative energy (zero: lowest compared OMol25 entry of this formula, charge and spin), kJ/mol: 34.93
LUMO, eV: 0.99
Strongest force on any atom, hartree/bohr: 0.026
Gap between HOMO and LUMO, eV: 10.0
E, hartree: -390.62257
SMILES: CCc1ccccc1.CC



Q: The highest E belongs to which entry?
A: number 2



Q: Which formula does entry 5 have?
A: C10H16